[1]
A 2-piece molecular cluster, C3H11ClSi2 overall in a non-equilibrium geometry, computed with the ωB97M-V functional and the def2-TZVPD basis.

XYZ file:
```
17
Properties=species:S:1:pos:R:3
C 0.0962 -1.5110 1.4564
Si 0.8783 -0.8301 -0.1949
C 1.5073 -2.3955 -1.1194
Si 2.0284 0.9378 -1.0280
Cl 3.2413 0.9477 0.7834
H -0.0470 -0.6932 2.1943
H -0.7572 -2.0319 1.3397
H 0.9431 -2.0319 2.1198
H 2.5618 -2.5577 -1.0749
H 1.1873 -3.2155 -0.6544
H 1.1714 -2.1948 -2.2191
H 1.8584 2.4146 -1.1375
C -2.9972 2.5693 -0.0296
H -2.8837 2.2904 0.9148
H -2.9743 3.6208 -0.0940
H -3.7742 2.2734 -0.6582
H -2.0399 2.4078 -0.5985
```

## Properties
Kohn-Sham gap (alpha / beta) ... 5.65 / 6.03 eV
Energy above the lowest of the compared OMol25 structures with the same formula, charge and spin ... 396.6 kJ/mol
Highest occupied orbital energy (alpha / beta) ... -6.96 / -7.15 eV
SMILES ... C[Si](C)=[SiH]Cl.C
Electronic energy ... -31563.983 eV

These are the natural (NBO) partial charges, in e, on atoms 1 to 4: atom 1 (C): -1.1531, atom 2 (Si): 1.1514, atom 3 (C): -1.1297, atom 4 (Si): 0.2505

---

[2]
C4H5N3O as an isolated structure in a non-equilibrium geometry, computed with the ωB97M-V functional and the def2-TZVPD basis.

XYZ file:
```
13
Properties=species:S:1:pos:R:3
C -0.2453 1.1496 -0.0333
C -0.4330 0.6679 -1.1800
C -0.3226 -1.5154 -0.5983
C 0.6139 -1.0098 0.4731
H -1.4466 3.1012 0.0442
H 0.5895 2.9789 0.5350
H -0.6378 1.3526 -2.0843
H -0.5365 -2.6817 -0.7037
H 0.2482 0.4156 2.0120
N -0.3606 2.4170 0.4402
N -0.7677 -0.7475 -1.5643
N 0.3296 0.3243 0.9737
O 1.2121 -1.8596 1.1601
```

## Properties
Kohn-Sham gap ... 9.00 eV
Energy above the lowest of the compared OMol25 structures with the same formula, charge and spin ... 425.0 kJ/mol
Highest occupied orbital energy ... -8.91 eV
Electronic energy ... -10743.210 eV

These are the natural (NBO) partial charges, in e, on atoms 1 to 4: atom 1 (C): 0.2600, atom 2 (C): -0.1681, atom 3 (C): -0.0187, atom 4 (C): 0.5885

---

[3]
A 7-piece molecular cluster, C21H53NO7PS6 overall, computed with the ωB97M-V functional and the def2-TZVPD basis.

XYZ file:
```
89
Properties=species:S:1:pos:R:3
C -4.1248 -0.4097 -1.3123
O -3.5201 -0.0098 -2.5274
C -3.4735 -1.0377 -3.5201
C -2.2201 -1.8971 -3.4177
C -1.4951 -2.1395 -4.7410
P 0.3357 -1.4975 -4.7805
C -0.2468 0.2775 -4.2661
C 0.4624 0.9354 -3.2762
C 0.0591 2.1675 -2.8189
C -1.0617 2.7182 -3.4129
C -1.6855 2.0240 -4.4215
N -1.3134 0.8219 -4.8615
H -5.1267 0.0028 -1.2627
H -4.1696 -1.4929 -1.2210
H -3.5397 -0.0342 -0.4768
H -3.4864 -0.5133 -4.4674
H -4.3750 -1.6459 -3.4407
H -1.5511 -1.4608 -2.6763
H -2.5260 -2.8603 -3.0108
H -1.3922 -3.2131 -4.8861
H -2.0603 -1.7725 -5.5918
H 0.2258 -1.1421 -6.2067
H 1.7313 -1.0125 -4.7532
H 0.4527 -1.8254 -3.3152
H 0.8384 -2.8427 -5.1307
H 1.3296 0.4426 -2.8615
H 0.5674 2.6720 -2.0062
H -1.4538 3.6688 -3.0935
H -2.5523 2.4658 -4.8959
C 2.3004 1.4943 2.2717
S 2.2391 1.3491 0.4870
O 1.6988 2.6492 -0.0194
C 0.9273 0.1398 0.4300
H 3.0515 2.2455 2.5170
H 1.3256 1.8100 2.6470
H 2.5818 0.5372 2.7105
H 0.0418 0.5383 0.9281
H 1.2622 -0.7775 0.9151
H 0.7012 -0.0569 -0.6136
C 0.3651 -4.1729 -0.1634
S 0.0361 -3.5106 1.4669
O 1.2664 -2.7873 1.9046
C 0.0487 -5.0844 2.3292
H 0.4424 -3.3391 -0.8626
H 1.3044 -4.7260 -0.1441
H -0.4593 -4.8208 -0.4598
H 1.0106 -5.5750 2.1729
H -0.7619 -5.7112 1.9573
H -0.0969 -4.8859 3.3888
C 4.6297 6.5867 3.1317
S 3.7945 5.3685 4.1440
O 4.5310 4.0854 3.9694
C 2.3164 5.2673 3.1285
H 5.6105 6.7722 3.5614
H 4.7396 6.1996 2.1186
H 4.0581 7.5146 3.1211
H 2.5843 4.9794 2.1111
H 1.8121 6.2336 3.1313
H 1.6584 4.5136 3.5554
C -2.5473 -8.2878 5.2951
S -1.3371 -7.5742 4.1748
O -1.6131 -8.1262 2.8259
C 0.0753 -8.4697 4.8313
H -3.5222 -7.8887 5.0246
H -2.5489 -9.3726 5.1883
H -2.3049 -8.0021 6.3186
H -0.1061 -9.5418 4.7556
H 0.2381 -8.1787 5.8689
H 0.9437 -8.1990 4.2347
C -7.2948 2.2508 -2.7940
S -8.1286 1.4933 -1.3956
O -7.4456 0.2006 -1.1542
C -9.6605 1.1229 -2.2624
H -6.2879 2.5129 -2.4757
H -7.2425 1.5370 -3.6156
H -7.8335 3.1499 -3.0948
H -9.4456 0.4916 -3.1244
H -10.1347 2.0533 -2.5754
H -10.3123 0.5937 -1.5707
C 7.8011 4.8280 1.3878
S 7.9799 5.7559 2.9117
O 7.7041 7.1843 2.5926
C 9.7652 5.5960 3.0263
H 6.7489 4.8388 1.1136
H 8.3956 5.2980 0.6043
H 8.1215 3.7999 1.5523
H 10.2266 6.0132 2.1314
H 10.0259 4.5439 3.1387
H 10.0917 6.1503 3.9033
```

## Properties
Kohn-Sham gap ... 4.98 eV
Total charge ... -1
Highest occupied orbital energy ... -3.32 eV
Electronic energy ... -112751.486 eV

These are the Löwdin partial charges, in e, on atoms 1 to 4: atom 1 (C): -0.1113, atom 2 (O): -0.2118, atom 3 (C): -0.2470, atom 4 (C): -0.2669

---

[4]
A 10-piece molecular cluster, C28H76O10 overall in a non-equilibrium geometry, computed with the ωB97M-V functional and the def2-TZVPD basis.

XYZ file:
```
114
Properties=species:S:1:pos:R:3
C -3.8284 -4.5523 2.6304
C -3.5052 -4.5563 1.1527
C -3.0881 -3.1455 0.7311
O -2.4975 -5.4429 0.9859
H -2.8922 -4.3395 3.1465
H -4.2948 -5.4417 3.0541
H -4.4057 -3.6811 2.9400
H -4.3787 -4.8800 0.5866
H -4.0271 -2.5925 0.7093
H -2.5882 -3.1796 -0.2369
H -2.4170 -2.6692 1.4460
H -2.2116 -5.4093 0.0701
C 0.7014 -6.0728 -2.2712
C -0.3001 -5.1224 -1.5457
C -0.2998 -3.7516 -2.1797
O -1.5842 -5.5464 -1.7805
H 0.7912 -7.0404 -1.7774
H 1.7848 -5.9619 -2.2277
H 0.5267 -6.3106 -3.3205
H -0.3017 -5.2089 -0.4591
H -1.0736 -3.0779 -1.8116
H -0.4038 -3.8114 -3.2631
H 0.7117 -3.3618 -2.0659
H -1.5657 -6.4384 -2.1349
C -2.7197 -1.3014 4.7340
C -2.5852 0.2029 4.8264
C -2.0508 0.9040 3.5932
O -3.8790 0.7721 5.0537
H -3.1850 -1.6731 3.8211
H -3.2484 -1.7429 5.5788
H -1.7736 -1.8421 4.7086
H -2.0209 0.3496 5.7473
H -1.7270 1.9139 3.8448
H -2.7631 0.9676 2.7706
H -1.2029 0.2847 3.3005
H -4.4672 0.6571 4.3038
C -2.8597 -0.2740 -3.4095
C -4.0964 -0.0331 -2.5221
C -3.9027 0.9600 -1.3676
O -5.1528 0.4976 -3.2846
H -2.4291 0.5356 -3.9988
H -3.1760 -1.0115 -4.1472
H -2.0879 -0.6970 -2.7664
H -4.4007 -0.9828 -2.0821
H -3.8125 1.9647 -1.7808
H -3.0798 0.7152 -0.6962
H -4.8197 0.8458 -0.7896
H -5.4547 -0.2043 -3.8659
C 3.4310 4.8555 0.3189
C 4.5473 4.1088 1.0613
C 4.1937 3.3301 2.2794
O 5.0986 3.2973 0.0715
H 2.7411 4.2345 -0.2525
H 3.9086 5.5236 -0.3977
H 2.8907 5.4959 1.0161
H 5.2077 4.8353 1.5348
H 5.0737 2.8059 2.6523
H 3.3983 2.5922 2.1756
H 3.8550 3.9981 3.0714
H 4.5968 2.4899 -0.0622
C 0.2505 5.3669 -2.6467
C 0.4994 3.9650 -3.1523
C -0.8298 3.2575 -3.1640
O 1.0382 4.0434 -4.4820
H 1.1269 5.8759 -2.2455
H -0.4913 5.4173 -1.8496
H -0.1191 5.9658 -3.4791
H 1.1718 3.4553 -2.4623
H -1.5855 3.7642 -3.7642
H -1.3360 3.2753 -2.1989
H -0.7943 2.2623 -3.6073
H 1.0675 3.1789 -4.8984
C 3.3098 -4.4831 0.8438
C 3.4970 -3.1148 1.5609
C 2.2850 -2.1371 1.5274
O 3.7877 -3.4552 2.9188
H 4.2202 -5.0824 0.8318
H 3.1150 -4.3678 -0.2224
H 2.4330 -5.0414 1.1719
H 4.3830 -2.6464 1.1323
H 2.1922 -1.6754 0.5444
H 2.5425 -1.3688 2.2564
H 1.3514 -2.6005 1.8461
H 2.9544 -3.7683 3.2783
C 2.8862 0.2280 -2.4340
C 4.1201 0.1192 -1.5817
C 5.3740 0.7166 -2.1299
O 3.8465 0.6574 -0.3056
H 2.0417 -0.2929 -1.9828
H 3.0448 -0.3098 -3.3687
H 2.5298 1.2535 -2.5306
H 4.3344 -0.9351 -1.4070
H 6.1321 0.6114 -1.3538
H 5.2104 1.7781 -2.3163
H 5.6904 0.1790 -3.0238
H 2.9622 0.3697 -0.0670
C -0.5795 -0.3362 -0.0457
C -0.4565 1.2210 -0.0542
O 0.9277 1.6139 -0.0681
H -1.5343 -0.7535 -0.3656
H -0.4640 -0.7315 0.9635
H 0.1839 -0.7618 -0.6970
H -0.9739 1.6339 0.8117
H -0.9255 1.6330 -0.9478
H 0.8677 2.4886 0.3230
C -2.2500 4.3316 1.9408
C -1.0077 5.0496 1.4178
O 0.0555 4.0943 1.4090
H -3.0580 5.0613 1.9946
H -2.2223 3.9293 2.9534
H -2.4307 3.5500 1.2028
H -0.8516 5.9252 2.0479
H -1.1388 5.4372 0.4075
H 0.7157 4.3713 2.0484
```

## Properties
Kohn-Sham gap ... 9.97 eV
Energy above the lowest of the compared OMol25 structures with the same formula, charge and spin ... 283.2 kJ/mol
Highest occupied orbital energy ... -9.56 eV
SMILES ... CC(C)O.CC(C)O.CC(C)O.CC(C)O.CC(C)O.CC(C)O.CC(C)O.CC(C)O.CCO.CCO
Electronic energy ... -50740.776 eV

These are the Löwdin partial charges, in e, on atoms 1 to 4: atom 1 (C): -0.0578, atom 2 (C): -0.5414, atom 3 (C): -0.0411, atom 4 (O): -0.0267

---

What did the first record say?
A 2-piece molecular cluster, C3H11ClSi2 overall in a non-equilibrium geometry, computed with the ωB97M-V functional and the def2-TZVPD basis.

XYZ file:
```
17
Properties=species:S:1:pos:R:3
C 0.0962 -1.5110 1.4564
Si 0.8783 -0.8301 -0.1949
C 1.5073 -2.3955 -1.1194
Si 2.0284 0.9378 -1.0280
Cl 3.2413 0.9477 0.7834
H -0.0470 -0.6932 2.1943
H -0.7572 -2.0319 1.3397
H 0.9431 -2.0319 2.1198
H 2.5618 -2.5577 -1.0749
H 1.1873 -3.2155 -0.6544
H 1.1714 -2.1948 -2.2191
H 1.8584 2.4146 -1.1375
C -2.9972 2.5693 -0.0296
H -2.8837 2.2904 0.9148
H -2.9743 3.6208 -0.0940
H -3.7742 2.2734 -0.6582
H -2.0399 2.4078 -0.5985
```

## Properties
Kohn-Sham gap (alpha / beta) ... 5.65 / 6.03 eV
Energy above the lowest of the compared OMol25 structures with the same formula, charge and spin ... 396.6 kJ/mol
Highest occupied orbital energy (alpha / beta) ... -6.96 / -7.15 eV
SMILES ... C[Si](C)=[SiH]Cl.C
Electronic energy ... -31563.983 eV

These are the natural (NBO) partial charges, in e, on atoms 1 to 4: atom 1 (C): -1.1531, atom 2 (Si): 1.1514, atom 3 (C): -1.1297, atom 4 (Si): 0.2505

---

What did the first record say?
A 2-piece molecular cluster, C3H11ClSi2 overall in a non-equilibrium geometry, computed with the ωB97M-V functional and the def2-TZVPD basis.

XYZ file:
```
17
Properties=species:S:1:pos:R:3
C 0.0962 -1.5110 1.4564
Si 0.8783 -0.8301 -0.1949
C 1.5073 -2.3955 -1.1194
Si 2.0284 0.9378 -1.0280
Cl 3.2413 0.9477 0.7834
H -0.0470 -0.6932 2.1943
H -0.7572 -2.0319 1.3397
H 0.9431 -2.0319 2.1198
H 2.5618 -2.5577 -1.0749
H 1.1873 -3.2155 -0.6544
H 1.1714 -2.1948 -2.2191
H 1.8584 2.4146 -1.1375
C -2.9972 2.5693 -0.0296
H -2.8837 2.2904 0.9148
H -2.9743 3.6208 -0.0940
H -3.7742 2.2734 -0.6582
H -2.0399 2.4078 -0.5985
```

## Properties
Kohn-Sham gap (alpha / beta) ... 5.65 / 6.03 eV
Energy above the lowest of the compared OMol25 structures with the same formula, charge and spin ... 396.6 kJ/mol
Highest occupied orbital energy (alpha / beta) ... -6.96 / -7.15 eV
SMILES ... C[Si](C)=[SiH]Cl.C
Electronic energy ... -31563.983 eV

These are the natural (NBO) partial charges, in e, on atoms 1 to 4: atom 1 (C): -1.1531, atom 2 (Si): 1.1514, atom 3 (C): -1.1297, atom 4 (Si): 0.2505